Density functional theory data (ωB97M-V/def2-TZVPD) for a molecular structure, C34H57N3O2SSiTl.

The calculation puts the total energy at -68144.7800 eV. As for the LUMO energy (spin up / spin down): -4.28 / -4.35 eV. The calculation puts the orbital gap (spin up / spin down) at 5.14 / 5.06 eV. As for the net charge: +1. As for the HOMO energy (spin up / spin down): -9.417 / -9.415 eV. The calculation puts the relative energy (zero: lowest compared OMol25 entry of this formula, charge and spin) at 0.0 kJ/mol.

Element x y z (Å)
O  0.727  -2.270  -2.752
O  3.291  -2.890  -2.522
C  0.181  -3.615  -2.666
C  -1.305  -3.622  -2.961
H  0.414  -3.989  -1.662
H  0.706  -4.268  -3.381
H  -1.838  -2.920  -2.305
H  -1.691  -4.637  -2.786
H  -1.496  -3.348  -4.011
C  0.876  -1.805  -4.116
C  1.400  -2.830  -5.105
H  1.559  -0.942  -4.054
H  -0.122  -1.454  -4.423
H  2.428  -3.155  -4.880
H  1.428  -2.367  -6.101
H  0.748  -3.711  -5.194
C  4.172  -1.629  -2.628
C  3.831  -4.133  -1.889
C  4.728  -1.582  -4.017
H  4.938  -1.736  -1.854
H  3.483  -0.811  -2.404
H  5.326  -2.469  -4.244
H  5.361  -0.694  -4.128
H  3.923  -1.507  -4.753
C  4.786  -4.770  -2.861
H  2.944  -4.730  -1.680
H  4.308  -3.829  -0.952
H  4.291  -4.961  -3.816
H  5.108  -5.734  -2.460
H  5.669  -4.154  -3.038
H  2.410  -2.663  -2.062
N  -1.712  -0.163  1.496
C  -1.558  0.211  2.747
C  -0.393  0.810  3.279
C  0.700  1.367  2.599
C  -2.636  -0.030  3.778
H  -2.728  -1.101  3.998
H  -3.610  0.353  3.454
H  -2.361  0.491  4.699
C  1.840  1.828  3.488
H  1.900  2.924  3.515
H  2.809  1.445  3.145
H  1.665  1.458  4.503
N  0.721  1.572  1.300
C  -2.834  -0.856  0.993
C  -2.824  -2.279  0.897
C  -1.656  -3.080  1.381
C  -3.941  -2.942  0.399
H  -3.931  -4.036  0.376
C  -5.062  -2.237  -0.039
H  -5.929  -2.769  -0.423
C  -5.069  -0.845  0.017
H  -5.938  -0.270  -0.308
C  -3.974  -0.153  0.520
C  -4.011  1.340  0.549
C  1.403  2.639  0.715
C  2.647  2.412  0.073
C  3.337  1.098  0.280
C  3.235  3.452  -0.642
H  4.201  3.276  -1.119
C  2.615  4.702  -0.718
H  3.080  5.508  -1.281
C  1.413  4.940  -0.050
H  0.920  5.916  -0.084
C  0.828  3.939  0.714
C  -0.398  4.200  1.526
Tl  -0.690  0.474  -1.150
H  -1.301  -3.760  0.594
H  -1.955  -3.715  2.232
H  -0.813  -2.450  1.679
H  -3.310  1.752  1.283
H  -5.027  1.691  0.778
H  -3.736  1.762  -0.433
H  4.029  0.893  -0.543
H  2.617  0.275  0.369
H  3.939  1.095  1.206
H  -1.174  3.443  1.349
H  -0.830  5.164  1.237
H  -0.158  4.218  2.604
H  -0.363  0.896  4.361
C  1.888  -2.613  0.151
Si  2.444  -2.897  1.885
H  0.881  -2.897  -0.172
H  2.209  -1.740  -0.427
C  2.337  -4.765  2.027
C  1.466  -2.207  3.360
C  4.154  -2.136  2.054
H  4.671  -2.109  1.085
H  4.771  -2.721  2.750
H  4.110  -1.103  2.436
H  1.308  -5.113  1.845
H  2.646  -5.144  3.010
H  2.983  -5.224  1.263
H  0.375  -2.262  3.246
H  1.714  -1.152  3.562
H  1.731  -2.792  4.257
S  -1.913  3.088  -1.939
C  -2.715  4.179  -1.018
N  -3.319  5.019  -0.426